Record 1
118
Properties=species:S:1:pos:R:3 method="wB97M-V/def2-TZVPD" orbital_gap_ev="8.823 / 8.860" charge=+1 spin_multiplicity=4 s2=3.75 e_above_lowest_kcal_mol=33.85 total_energy_ha=-4183.91755
Nd 13.32 11.66 12.51
N 15.95 11.86 13.15
N 16.58 10.70 12.56
C 16.24 10.37 11.26
N 16.62 9.19 10.79
S 15.29 11.41 10.31
H 16.55 12.62 13.11
H 15.78 11.63 14.13
H 16.66 9.98 13.36
H 17.16 8.54 11.33
H 16.30 8.90 9.85
C 14.95 7.67 16.23
C 15.23 8.28 14.86
N 16.33 8.85 14.63
O 17.29 8.88 15.66
C 14.14 8.21 13.80
C 13.47 6.87 13.52
N 13.91 9.35 13.20
O 12.90 9.39 12.32
H 14.84 8.47 16.95
H 15.66 6.92 16.58
H 14.00 7.13 16.23
H 16.95 8.80 16.54
H 12.86 6.81 12.64
H 12.81 6.77 14.39
H 14.28 6.05 13.50
C 15.10 15.10 8.51
C 14.21 14.07 7.90
C 13.64 14.62 6.56
C 12.98 13.64 8.73
C 12.49 12.36 8.67
C 11.29 12.06 9.29
C 10.66 10.68 9.09
C 11.68 9.60 9.51
C 10.18 10.54 7.59
C 10.57 13.04 9.97
C 11.03 14.35 9.97
C 12.25 14.65 9.41
C 10.21 15.45 10.67
C 9.38 16.22 9.63
C 11.09 16.39 11.51
C 9.10 12.72 10.33
C 8.10 13.12 9.42
C 6.76 13.14 9.77
C 6.29 12.80 10.98
C 7.24 12.35 11.90
C 8.63 12.36 11.63
P 9.69 11.67 12.91
C 8.92 9.92 13.31
C 10.13 9.23 14.02
C 8.72 9.17 11.98
C 7.62 9.80 14.10
C 9.42 12.84 14.43
C 10.36 14.00 14.28
C 9.86 11.99 15.67
C 8.03 13.35 14.66
H 15.99 15.23 7.94
H 15.50 14.77 9.50
H 14.62 16.07 8.53
H 14.74 13.10 7.71
H 12.98 15.50 6.72
H 13.03 13.79 6.08
H 14.41 14.81 5.82
H 13.02 11.58 8.13
H 9.78 10.52 9.72
H 12.73 9.94 9.50
H 11.66 8.62 9.04
H 11.54 9.46 10.59
H 11.06 10.59 6.86
H 9.47 11.36 7.40
H 9.71 9.56 7.45
H 12.71 15.64 9.35
H 9.46 15.07 11.43
H 10.00 16.82 8.98
H 8.63 16.89 10.08
H 8.86 15.46 9.03
H 11.63 17.03 10.81
H 11.73 15.85 12.19
H 10.48 16.97 12.19
H 8.50 13.58 8.49
H 6.06 13.32 8.98
H 5.18 12.85 11.10
H 6.86 12.12 12.90
H 10.90 9.09 13.29
H 9.74 8.26 14.30
H 10.50 9.71 14.93
H 9.65 9.08 11.42
H 8.04 9.66 11.26
H 8.37 8.17 12.18
H 7.67 10.09 15.14
H 7.31 8.72 14.03
H 6.72 10.32 13.65
H 11.45 13.72 14.16
H 10.40 14.50 15.26
H 10.19 14.60 13.37
H 10.83 11.52 15.42
H 9.06 11.25 15.89
H 9.94 12.65 16.55
H 7.78 14.01 13.78
H 8.07 14.06 15.50
H 7.34 12.55 14.82
Cl 13.40 11.58 15.38
C 13.55 6.24 9.81
O 14.09 7.52 9.99
H 13.59 5.63 10.70
H 14.14 5.84 8.98
H 12.45 6.27 9.50
H 13.72 7.98 10.79
C 13.45 15.53 14.94
S 14.59 14.88 13.63
C 15.05 16.44 12.74
O 13.63 14.08 12.79
H 12.85 16.31 14.51
H 14.11 15.84 15.82
H 12.86 14.65 15.09
H 15.69 16.22 11.86
H 15.55 16.92 13.57
H 14.12 17.01 12.51

Record 2
26
Properties=species:S:1:pos:R:3 method="wB97M-V/def2-TZVPD" orbital_gap_ev=11.484 charge=0 smiles="C[C@H]1COC(=O)O1.C[C@H]1COC(=O)O1" e_above_lowest_kcal_mol=4.49 total_energy_ha=-763.50529
C -1.65 -1.55 -1.93
C -1.24 -0.48 -2.93
C -0.45 0.70 -2.32
O 0.79 0.68 -3.00
C 0.81 -0.29 -3.94
O 1.70 -0.46 -4.70
O -0.31 -1.04 -3.87
H -2.24 -1.04 -1.15
H -0.77 -1.99 -1.47
H -2.31 -2.30 -2.35
H -2.12 -0.12 -3.47
H -0.31 0.58 -1.25
H -0.99 1.62 -2.52
C 0.05 -0.89 1.92
C 0.14 0.37 2.75
C 1.32 0.42 3.74
O 1.90 1.70 3.51
C 1.35 2.29 2.43
O 1.69 3.34 2.00
O 0.39 1.50 1.89
H 1.03 -1.09 1.47
H -0.70 -0.75 1.14
H -0.30 -1.73 2.52
H -0.82 0.54 3.25
H 2.04 -0.37 3.52
H 1.00 0.34 4.77

Record 3
75
Properties=species:S:1:pos:R:3 method="wB97M-V/def2-TZVPD" orbital_gap_ev="7.722 / 6.350" charge=+1 spin_multiplicity=2 s2=0.76 total_energy_ha=-4515.13965
Rh -0.05 -1.08 0.27
C 3.49 -0.02 1.58
C 2.16 0.65 1.90
C 1.85 1.74 0.89
C 2.19 1.23 3.31
O 1.13 -0.35 1.85
Ge -0.29 -0.74 3.07
O -0.48 -2.28 1.89
C -0.27 -3.71 2.08
C -1.61 -4.38 1.85
C 0.22 -3.93 3.51
C 0.76 -4.21 1.09
O -1.28 0.13 1.66
C -2.66 0.57 1.71
C -3.23 0.31 3.10
C -3.49 -0.19 0.68
C -2.68 2.07 1.43
H 4.31 0.70 1.63
H 3.48 -0.45 0.57
H 3.69 -0.82 2.29
H 2.59 2.54 0.95
H 0.86 2.16 1.08
H 1.88 1.31 -0.12
H 3.01 1.94 3.41
H 2.35 0.44 4.04
H 1.26 1.74 3.55
H -2.35 -4.04 2.58
H -1.51 -5.47 1.93
H -1.98 -4.14 0.85
H -0.50 -3.54 4.23
H 1.18 -3.43 3.67
H 0.35 -5.00 3.69
H 0.42 -4.01 0.07
H 0.89 -5.28 1.19
H 1.72 -3.72 1.25
H -3.26 -0.76 3.31
H -4.24 0.71 3.17
H -2.62 0.80 3.87
H -3.18 -1.23 0.64
H -3.38 0.23 -0.33
H -4.55 -0.15 0.93
H -2.14 2.61 2.22
H -3.70 2.44 1.40
H -2.20 2.30 0.48
N -0.54 0.48 -1.01
C -0.95 -0.02 -2.32
C -1.83 0.92 -3.13
C -1.32 2.35 -3.41
C -0.07 2.44 -4.28
N 1.17 2.13 -3.56
C 1.84 2.97 -2.80
N 1.40 4.21 -2.56
N 2.96 2.55 -2.19
C -1.69 -1.33 -2.05
O -2.47 -1.80 -2.84
O -1.41 -1.85 -0.88
H -1.31 0.91 -0.51
H 0.23 1.15 -1.08
H -0.07 -0.34 -2.86
H -2.80 1.01 -2.63
H -2.02 0.42 -4.08
H -1.16 2.89 -2.47
H -2.13 2.86 -3.94
H 0.02 3.43 -4.72
H -0.14 1.73 -5.10
H 1.53 1.17 -3.66
H 0.66 4.60 -3.13
H 1.99 4.87 -2.10
H 3.34 1.62 -2.37
H 3.53 3.19 -1.68
O 3.35 -2.44 -3.12
S 2.75 -1.18 -2.86
O 1.76 -0.73 -3.81
O 3.57 -0.13 -2.32
S 1.72 -1.76 -0.95

Record 4
12
Properties=species:S:1:pos:R:3 method="wB97M-V/def2-TZVPD" orbital_gap_ev=9.056 charge=0 e_above_lowest_kcal_mol=71.81 total_energy_ha=-715.70754
C 0.09 0.44 -1.26
C 0.84 -0.16 1.25
C -0.13 0.02 0.15
F -0.33 -2.07 -0.12
F -2.41 0.96 -0.56
S -1.78 0.17 0.71
H 1.06 1.10 -1.30
H 0.24 -0.49 -1.81
H -0.84 1.01 -1.74
H 1.84 -0.51 0.84
H 0.86 0.65 1.99
H 0.56 -1.12 1.85